82
Properties=species:S:1:pos:R:3 method="wB97M-V/def2-TZVPD" e_tot_ha=-3171.11374 relative_energy_ev=3.318 spin_multiplicity=5 homo_energy_ha="-0.2004 / -0.3201" e_lumo_ha="0.021 / -0.120"
C -2.311 -1.550 3.239
C -1.287 -0.676 2.552
C -1.742 -0.673 1.107
C -0.972 0.512 3.632
C -0.400 1.817 3.087
C -2.077 0.808 4.633
O 0.093 -0.096 4.396
B 0.769 -0.829 3.436
C 2.274 -1.097 3.461
C 2.869 -1.853 2.443
C 4.211 -2.186 2.520
C 4.947 -1.671 3.573
C 6.408 -2.019 3.683
F 7.133 -1.068 4.337
F 6.554 -3.188 4.393
F 7.019 -2.214 2.485
C 4.386 -0.924 4.596
C 3.047 -0.582 4.504
C -3.286 -3.592 4.820
C -2.065 -4.257 4.457
C -0.781 -3.847 4.976
C 0.384 -4.450 4.524
C 0.343 -5.427 3.523
C -0.890 -5.815 2.977
C -2.078 -5.275 3.446
O 0.010 -1.292 2.389
H -3.310 -1.086 3.187
H -2.375 -2.527 2.746
H -2.083 -1.709 4.302
H -2.798 -0.424 0.946
H -1.088 -0.069 0.473
H -1.682 -1.704 0.719
H -1.151 2.596 2.982
H 0.371 2.183 3.780
H 0.039 1.660 2.097
H -2.973 1.136 4.093
H -2.311 -0.047 5.281
H -1.752 1.625 5.286
H 2.320 -2.156 1.565
H 4.675 -2.825 1.776
H 4.995 -0.612 5.436
H 2.634 0.106 5.228
H -3.312 -3.103 5.802
H -4.220 -4.072 4.488
H -0.748 -3.138 5.814
H 1.341 -4.156 4.958
H 1.264 -5.881 3.164
H -0.931 -6.551 2.171
H -3.042 -5.666 3.123
C -6.635 3.154 0.303
C -5.470 2.495 -0.273
C -4.602 3.525 -0.830
C -5.214 4.811 -0.602
C -6.473 4.588 0.083
Fe -4.993 3.837 1.114
C -4.296 5.190 2.412
C -5.271 4.326 3.047
C -4.855 2.959 2.870
C -3.562 2.966 2.155
C -2.965 1.800 1.595
C -2.100 2.052 0.402
C -2.331 1.372 -0.825
C -1.411 1.434 -1.864
C -0.202 2.132 -1.698
C -0.061 2.991 -0.602
C -1.036 2.997 0.389
C -3.278 4.365 1.825
H -7.495 2.656 0.746
H -5.319 1.423 -0.357
H -3.698 3.345 -1.405
H -4.839 5.774 -0.961
H -7.196 5.359 0.313
H -4.300 6.276 2.428
H -6.125 4.656 3.628
H -5.350 2.035 3.198
H -3.561 0.901 1.742
H -3.192 0.695 -0.891
H -1.617 0.883 -2.797
H 0.585 2.088 -2.456
H 0.797 3.668 -0.502
H -0.930 3.723 1.204
H -2.469 4.708 1.198